Formula: C2H6OS
Source: the Open Molecules 2025 dataset
Level of theory: ωB97M-V/def2-TZVPD

The lowest unoccupied orbital energy comes out at 0.0265 Ha. Its multiplicity is 1. For the orbital gap, the calculation gives 0.362 Ha. As for the total energy: -15052.7545 eV. As for the HOMO energy: -9.14 eV. The energy above the lowest of the compared OMol25 structures with the same formula, charge and spin is 65.3 kJ/mol. The structure (SMILES) is C=CO.S.

Geometry (Å):
S 2.9135 0.1671 0.4695
H 3.4076 -1.0800 0.2779
H 1.9741 -0.1901 1.3557
C -1.6632 -0.5799 -0.8663
C -0.9691 0.4510 -0.4174
O -0.4562 0.4645 0.8426
H -2.0987 -0.5707 -1.8499
H -1.8776 -1.3928 -0.1887
H -0.9130 1.4262 -0.8924
H -0.3174 1.3048 1.2689


Formula: C2H6OS
Source: the Open Molecules 2025 dataset
Level of theory: ωB97M-V/def2-TZVPD

The lowest unoccupied orbital energy comes out at 0.0181 Ha. Its multiplicity is 1. For the orbital gap, the calculation gives 0.364 Ha. As for the total energy: -15052.6915 eV. As for the HOMO energy: -9.43 eV. The energy above the lowest of the compared OMol25 structures with the same formula, charge and spin is 71.4 kJ/mol. The structure (SMILES) is C=CO.S.

Geometry (Å):
S -0.8571 2.5265 2.8302
H -0.8128 2.5124 1.4935
H -2.0333 3.1424 2.8991
C 0.8361 -2.7519 -2.8926
C 0.7286 -1.5730 -2.3055
O 0.4970 -1.4929 -0.9464
H 1.2623 -2.9578 -3.8692
H 0.7605 -3.6427 -2.2777
H 0.7303 -0.6093 -2.8055
H -0.2180 -0.8758 -0.7367


Formula: C2H6OS2
Source: the Open Molecules 2025 dataset
Level of theory: ωB97M-V/def2-TZVPD

The lowest unoccupied orbital energy comes out at 0.0119 Ha. Its multiplicity is 1. For the orbital gap, the calculation gives 0.328 Ha. As for the total energy: -25886.5628 eV. As for the HOMO energy: -8.59 eV. The energy above the lowest of the compared OMol25 structures with the same formula, charge and spin is 205.9 kJ/mol. The structure (SMILES) is C=CO.SS.

Geometry (Å):
S -1.8452 0.3585 1.2070
S -0.6318 -1.2820 0.9939
H -1.3033 0.8033 2.3492
H -0.5781 -0.9169 -0.2934
C 1.0621 1.4618 -2.2255
C 1.6334 0.7936 -1.1751
O 2.3518 -0.3194 -1.3013
H 1.2103 2.4656 -2.5571
H 0.5155 0.8124 -3.0890
H 2.0264 1.2973 -0.2701
H 2.7739 -0.6626 -0.5395


Formula: C2H6OS2
Source: the Open Molecules 2025 dataset
Level of theory: ωB97M-V/def2-TZVPD

The lowest unoccupied orbital energy (spin up / spin down) comes out at -0.0452 / -0.0544 Ha. Its multiplicity is 1. For the orbital gap (spin up / spin down), the calculation gives 0.281 / 0.257 Ha. As for the total energy: -25886.5482 eV. As for the HOMO energy (spin up / spin down): -8.87 / -8.48 eV. The energy above the lowest of the compared OMol25 structures with the same formula, charge and spin is 207.3 kJ/mol.

Geometry (Å):
C -1.7178 1.4243 -0.3633
C 1.5434 -1.5924 0.6141
O 1.0559 0.8584 -0.2562
S -2.3790 0.1168 -1.3503
S 1.4475 -0.4608 -0.8207
H -0.6120 1.2799 -0.2775
H -2.1469 1.4036 0.6401
H -1.8969 2.3852 -0.8463
H 0.9109 -1.2038 1.4069
H 2.5752 -1.6356 0.9567
H 1.2197 -2.5756 0.2966


Formula: C2H6OS2
Source: the Open Molecules 2025 dataset
Level of theory: ωB97M-V/def2-TZVPD

The lowest unoccupied orbital energy comes out at 0.0042 Ha. Its multiplicity is 1. For the orbital gap, the calculation gives 0.370 Ha. As for the total energy: -25886.4576 eV. As for the HOMO energy: -9.94 eV. The energy above the lowest of the compared OMol25 structures with the same formula, charge and spin is 216.0 kJ/mol.

Geometry (Å):
C 1.9043 -0.0419 -0.0435
C 1.7646 1.2336 -0.3986
O -1.5441 0.8160 -0.4925
S -3.3021 -1.5221 0.4119
S -1.5280 -0.3098 0.4564
H -4.0835 -0.9898 1.3386
H 1.1813 -0.6849 0.3416
H 2.9033 -0.5999 -0.2567
H 0.8486 1.7695 -0.2157
H 2.7184 1.6729 -0.7021
H -0.8628 -1.3437 -0.4392


Formula: C2H6OS2
Source: the Open Molecules 2025 dataset
Level of theory: ωB97M-V/def2-TZVPD

The lowest unoccupied orbital energy comes out at 0.0089 Ha. Its multiplicity is 1. For the orbital gap, the calculation gives 0.336 Ha. As for the total energy: -25888.0066 eV. As for the HOMO energy: -8.91 eV. The energy above the lowest of the compared OMol25 structures with the same formula, charge and spin is 66.6 kJ/mol. The structure (SMILES) is C=CO.SS.

Geometry (Å):
S -1.2978 -2.2081 0.7134
S -0.3162 -1.9581 -1.1102
H -0.6840 -3.3588 1.0040
H -0.7375 -3.0829 -1.7062
C 1.0499 1.2008 0.9365
C 0.2882 1.3586 -0.1291
O -0.6675 2.3416 -0.1890
H 1.8451 0.4700 0.9106
H 0.9870 1.8983 1.7612
H 0.5096 0.9247 -1.0970
H -0.9766 2.4139 -1.0941


Formula: C2H6OSi2
Source: the Open Molecules 2025 dataset
Level of theory: ωB97M-V/def2-TZVPD

The lowest unoccupied orbital energy comes out at -0.0718 Ha. Its multiplicity is 1. For the orbital gap, the calculation gives 0.261 Ha. As for the total energy: -19969.2972 eV. As for the HOMO energy: -9.05 eV. The energy above the lowest of the compared OMol25 structures with the same formula, charge and spin is 368.1 kJ/mol.

Geometry (Å):
C 2.3680 0.9784 -1.1809
C 1.1976 1.0311 -1.3945
O -1.0445 0.2126 1.1632
Si -0.7176 -1.2620 1.5700
Si -0.6355 0.9766 -1.3535
H 3.3657 0.9546 -0.8575
H -1.8552 -1.8108 2.4729
H -0.8200 -2.0218 0.2519
H 0.6378 -1.4697 2.3168
H -1.0766 1.9996 -0.4232
H -1.4198 0.4115 -2.5652


Formula: C2H6P2
Source: the Open Molecules 2025 dataset
Level of theory: ωB97M-V/def2-TZVPD

The lowest unoccupied orbital energy (spin up / spin down) comes out at -0.0678 / -0.0522 Ha. Its multiplicity is 1. For the orbital gap (spin up / spin down), the calculation gives 0.201 / 0.229 Ha. As for the total energy: -20742.3782 eV. As for the HOMO energy (spin up / spin down): -7.31 / -7.66 eV. The energy above the lowest of the compared OMol25 structures with the same formula, charge and spin is 454.9 kJ/mol.

Geometry (Å):
C 0.1359 0.1304 -0.9092
C 1.4532 0.4072 -0.3473
P -3.0067 0.3913 0.1305
P -1.2381 -0.6992 -0.2758
H 2.2593 -0.2029 -1.0420
H 1.8061 -0.1380 0.5778
H 1.7164 1.4978 -0.4604
H -2.1306 1.2936 0.6649
H -1.1989 -1.9269 0.7339
H -1.4571 -1.5315 -1.4247


Formula: C2H6S
Source: the Open Molecules 2025 dataset
Level of theory: ωB97M-V/def2-TZVPD

The lowest unoccupied orbital energy comes out at -0.1052 Ha. Its multiplicity is 1. For the orbital gap, the calculation gives 0.183 Ha. As for the total energy: -13000.4014 eV. As for the HOMO energy: -7.84 eV. The energy above the lowest of the compared OMol25 structures with the same formula, charge and spin is 578.1 kJ/mol.

Geometry (Å):
C -1.7082 -0.1543 0.1283
C -0.2760 0.1705 -0.4375
S 2.2878 0.1971 0.4745
H -2.6679 -0.5645 -0.2130
H -1.8285 0.3467 1.1062
H 0.3339 -0.4097 0.2924
H 3.7968 -0.4110 0.5909
H -0.1687 -0.3313 -1.3618
H 0.2308 1.1566 -0.5800


Formula: C2H6S
Source: the Open Molecules 2025 dataset
Level of theory: ωB97M-V/def2-TZVPD

The lowest unoccupied orbital energy comes out at -0.0294 Ha. Its multiplicity is 1. For the orbital gap, the calculation gives 0.291 Ha. As for the total energy: -13004.1276 eV. As for the HOMO energy: -8.71 eV. The energy above the lowest of the compared OMol25 structures with the same formula, charge and spin is 218.6 kJ/mol. The structure (SMILES) is C=S.C.

Geometry (Å):
C 1.3487 -0.3454 0.2500
S 1.3086 0.1839 1.8664
C -1.2228 0.3364 -0.3970
H 1.4091 -1.4303 0.2926
H 1.7656 0.1421 -0.6272
H -0.9898 1.2927 0.0582
H -2.0082 -0.1953 0.1432
H -1.3534 0.2341 -1.4735
H -0.2579 -0.2182 -0.1127


Look up the multiplicity of the first one.
1


Which formula does entry 10 have?
C2H6S